(1)
91
Properties=species:S:1:pos:R:3:forces:R:3:lowdin_charge:R:1 method="wB97M-V/def2-TZVPD" e_tot_ev=-127623.7172 e_homo_ev=-8.47 e_lumo_ev=-0.8 molar_mass_da=833.043 gap_ev=7.72
C 1.68533 4.00790 4.68987 0.789 0.823 0.607 -0.1819
C 2.74454 3.98174 3.54751 -0.334 -0.910 0.421 -0.2764
C 2.41177 3.04463 2.33392 1.606 0.127 0.031 -0.6603
I 0.29818 2.79614 1.93749 0.287 -0.050 -0.028 0.8433
C 3.15947 1.70182 2.39340 -0.443 0.194 -0.322 -0.2457
C 3.80118 1.20848 1.28635 0.398 -0.943 0.454 -0.0028
C 4.51125 -0.08531 1.30431 -0.315 0.495 0.470 -0.0011
C 4.59419 -0.87249 2.41927 0.467 -0.407 0.520 -0.1711
C 5.30042 -2.24193 2.47688 -1.366 -0.006 -0.662 -0.1326
C 5.11937 -3.01488 1.13705 0.292 -0.860 0.350 -0.1764
C 3.66870 -3.51628 0.94523 -0.062 0.517 -0.045 -0.1739
F 3.39341 -3.73969 -0.42344 0.211 0.212 0.601 -0.0944
C 3.97435 -0.39386 3.64626 -0.515 1.536 -1.282 -0.2994
N 3.96463 -0.96771 4.82849 0.031 -0.069 0.573 -0.2288
S 3.14577 0.00965 5.87182 0.379 -0.113 -2.015 1.0107
N 2.75886 1.16421 4.80162 -0.419 0.830 0.384 -0.2385
C 3.24893 0.90709 3.60145 0.626 -1.650 0.746 -0.2715
H 1.08662 3.09266 4.77871 0.150 0.467 -0.258 0.0175
H 2.24963 4.09269 5.64432 -0.365 -0.069 -0.433 0.0638
H 1.06903 4.92742 4.65247 0.016 -0.700 -0.212 0.0696
H 3.68214 3.57351 4.00059 -0.560 0.455 -0.574 0.0898
H 2.96438 4.99125 3.16703 -0.155 -0.389 0.237 0.1087
H 2.82543 3.54254 1.43712 -0.583 -0.290 0.303 0.0721
H 3.80814 1.76196 0.34085 -0.131 -0.138 0.438 0.1190
H 5.00615 -0.43589 0.39126 -0.330 0.331 0.310 0.1109
H 6.35685 -2.17984 2.78490 -0.435 0.093 -0.191 0.1240
H 4.74823 -2.82597 3.24285 0.568 0.301 -0.154 0.1111
H 5.74898 -3.92325 1.20493 -0.068 0.502 -0.282 0.1151
H 5.45088 -2.43881 0.25561 -0.236 -0.269 0.393 0.1040
H 2.93592 -2.76362 1.29344 0.300 -0.334 -0.159 0.1201
H 3.47856 -4.47786 1.45318 0.183 0.456 -0.093 0.1233
C -4.14499 1.11807 -1.77128 -0.049 0.041 -0.082 -0.2672
S -3.60240 2.06243 -0.33660 0.056 -0.054 0.039 0.7908
O -4.77587 2.83867 0.15696 0.050 -0.040 -0.186 -0.5588
C -2.54902 3.20056 -1.24975 -0.002 0.117 -0.091 -0.2778
H -4.85293 0.36204 -1.43496 0.031 0.034 0.061 0.0553
H -4.63230 1.77720 -2.49083 0.014 0.003 0.011 0.0463
H -3.28498 0.63023 -2.23055 0.010 0.005 0.049 0.0557
H -3.13853 3.72986 -1.99939 -0.060 -0.047 0.031 0.0578
H -1.74194 2.64411 -1.72703 -0.007 -0.028 0.051 0.0539
H -2.12849 3.91642 -0.54509 -0.030 -0.067 0.050 0.0331
C 5.46637 -5.85471 -5.02221 0.027 -0.108 -0.110 -0.2690
S 5.80293 -5.28572 -3.34781 -0.068 0.041 -0.011 0.7958
O 6.70521 -6.28558 -2.71040 -0.086 -0.041 -0.044 -0.5648
C 4.14877 -5.57977 -2.71644 -0.069 -0.220 0.034 -0.2663
H 6.39051 -5.79487 -5.59534 0.021 0.043 0.085 0.0466
H 5.11684 -6.88746 -4.99940 -0.032 0.027 0.079 0.0532
H 4.71358 -5.21226 -5.47949 0.002 0.008 0.045 0.0537
H 3.88562 -6.63063 -2.84319 0.043 0.021 -0.162 0.0344
H 3.43749 -4.94783 -3.24829 0.021 0.003 0.006 0.0636
H 4.13444 -5.32706 -1.66110 0.105 0.067 -0.062 0.0232
C 8.43574 5.15773 5.23011 0.094 0.083 0.065 -0.2736
S 6.80983 4.51889 4.79526 -0.017 -0.083 -0.027 0.7864
O 6.03107 5.64170 4.21087 0.045 -0.008 0.092 -0.5532
C 6.24138 4.29484 6.48888 -0.025 0.033 0.126 -0.2674
H 8.96153 5.40640 4.30986 -0.082 -0.037 -0.025 0.0494
H 8.33029 6.05358 5.84289 -0.074 -0.010 -0.024 0.0578
H 8.99390 4.39305 5.77131 -0.034 -0.024 -0.028 0.0522
H 6.27632 5.24647 7.02030 0.008 0.024 -0.073 0.0595
H 6.87172 3.55896 6.98928 -0.003 -0.015 -0.045 0.0534
H 5.21462 3.93231 6.45848 0.025 0.000 -0.089 0.0389
C 1.01790 -10.67604 -4.08783 -0.004 -0.102 -0.102 -0.2741
S 1.77438 -9.25704 -3.27934 -0.025 -0.006 0.084 0.7958
O 2.08026 -8.25422 -4.33528 0.086 -0.091 0.009 -0.5613
C 3.31880 -10.08126 -2.85864 0.096 -0.055 -0.034 -0.2685
H 0.04426 -10.37253 -4.46872 0.035 0.074 0.046 0.0494
H 1.64520 -11.00918 -4.91526 0.035 0.066 0.019 0.0580
H 0.88913 -11.48080 -3.36341 0.003 0.044 0.028 0.0521
H 3.79937 -10.45219 -3.76452 -0.052 0.044 -0.029 0.0597
H 3.11571 -10.90513 -2.17384 -0.034 0.033 0.009 0.0529
H 3.97093 -9.35751 -2.37161 -0.063 0.034 -0.014 0.0451
C -7.41069 3.15325 -2.07339 0.070 0.034 0.005 -0.2721
S -8.25942 2.08102 -3.23967 -0.098 0.054 0.008 0.8041
O -7.26286 1.67699 -4.27259 0.064 0.097 0.073 -0.5677
C -9.29392 3.36181 -3.96146 0.036 0.140 -0.078 -0.2760
H -6.67682 2.55964 -1.53130 -0.062 0.039 0.051 0.0115
H -6.90260 3.95745 -2.60756 -0.029 -0.039 -0.066 0.0623
H -8.13054 3.56787 -1.36722 -0.009 -0.050 0.000 0.0555
H -8.66759 4.15230 -4.37793 0.098 -0.077 0.024 0.0572
H -9.95733 3.76692 -3.19795 -0.069 -0.110 -0.027 0.0290
H -9.89026 2.91519 -4.75447 -0.015 -0.061 0.084 0.0520
C -12.71915 4.74224 -0.96246 0.075 0.116 0.022 -0.2740
S -13.56517 3.66395 -2.12992 -0.078 -0.068 0.048 0.8094
O -12.57134 3.25850 -3.15899 0.034 0.147 0.044 -0.5562
C -14.59653 4.94721 -2.85768 -0.011 0.131 -0.050 -0.2730
H -11.98703 4.14770 -0.41820 -0.054 -0.064 -0.047 0.0488
H -12.21103 5.54434 -1.49931 -0.028 -0.037 -0.056 0.0572
H -13.44280 5.15716 -0.26031 -0.012 -0.039 -0.012 0.0523
H -13.96863 5.73560 -3.27406 0.051 -0.051 0.015 0.0578
H -15.26042 5.35549 -2.09508 0.009 -0.044 0.013 0.0522
H -15.18982 4.49737 -3.65178 0.048 -0.072 0.040 0.0497


(2)
45
Properties=species:S:1:pos:R:3:forces:R:3:lowdin_charge:R:1 method="wB97M-V/def2-TZVPD" total_charge=+4 s2=0.75 multiplicity=2 e_tot_ev=-75512.3412 relative_energy_ev=0.1944 e_homo_ev="-23.47 / -23.47" e_lumo_ev="-14.6 / -16.4" molar_mass_da=384.065 gap_ev="8.91 / 7.12"
Ru -0.11073 1.20239 0.19805 -0.184 0.144 0.236 0.9520
C 1.81497 1.15471 1.45877 0.001 -0.032 0.045 -0.0299
C 2.04892 1.98582 0.32629 -0.020 0.006 0.089 -0.0506
C 1.84678 1.47913 -0.95766 0.003 -0.062 -0.058 -0.0865
C 1.39230 0.13220 -1.13032 0.112 -0.003 -0.024 -0.1192
C 1.13590 -0.67647 -0.00462 -0.033 0.066 -0.102 -0.0685
C 1.34778 -0.15958 1.29654 0.091 0.065 0.120 -0.0562
H 1.94787 1.55518 2.45828 0.022 -0.011 0.007 0.1550
H 2.37873 3.00803 0.46679 0.000 0.010 0.000 0.1541
H 2.04216 2.10566 -1.81947 0.011 -0.007 -0.002 0.1458
H 1.29090 -0.29468 -2.12270 0.013 -0.005 -0.003 0.1398
H 0.76543 -1.68690 -0.13808 0.002 -0.005 0.005 0.1608
H 1.14179 -0.77151 2.16804 0.012 -0.006 -0.001 0.1624
C 0.27564 4.59327 2.53723 -0.050 -0.003 -0.113 -0.0506
C -0.32475 4.44103 1.14283 0.008 -0.062 0.087 -0.2282
C -1.14024 3.16816 0.97964 -0.139 -0.159 0.130 -0.2730
C -1.59645 2.78371 -0.38669 0.205 0.052 0.036 -0.2526
Ge -1.16349 1.34125 -1.98879 -0.241 0.014 -0.263 1.1109
C -0.47526 2.07758 -3.67534 0.001 0.000 -0.007 -0.3115
C -1.55334 2.15755 -4.78449 0.002 0.009 -0.007 -0.2415
C -0.97325 2.60926 -6.13428 -0.025 -0.005 -0.003 -0.1813
C -1.93066 2.72193 -7.23770 0.008 0.037 -0.011 0.1348
H 0.78880 5.54957 2.61558 -0.013 0.004 0.041 0.1090
H 1.00670 3.81242 2.76389 0.007 -0.019 0.000 0.0672
H -0.50194 4.56853 3.30145 0.037 0.023 0.032 0.1053
H 0.42904 4.51437 0.35447 0.024 -0.030 -0.014 0.1144
H -1.03475 5.25533 0.96311 0.012 0.008 0.007 0.1502
H -1.96456 3.10772 1.70063 -0.041 0.038 -0.041 0.1604
H -0.55279 2.24365 1.57581 0.142 -0.044 -0.225 0.1261
H -1.36883 3.58684 -1.09461 0.035 0.005 -0.026 0.1029
H -2.64788 2.48457 -0.40231 0.000 -0.049 -0.062 0.0969
H -2.43715 0.49961 -2.13745 0.017 -0.023 0.034 0.0060
H 0.33906 1.40674 -3.97535 -0.012 -0.006 -0.007 0.0867
H -0.02084 3.05068 -3.47248 -0.013 0.001 0.021 0.0912
H -2.34312 2.85320 -4.49208 -0.003 0.005 -0.012 0.1310
H -2.02731 1.18309 -4.92391 0.006 -0.015 0.008 0.1276
H -0.12320 1.98257 -6.47035 0.016 -0.002 0.008 0.1760
H -0.45663 3.59411 -6.06378 0.015 -0.002 0.017 0.1852
H -3.00109 2.57566 -7.13259 0.006 -0.011 -0.011 0.1442
H -1.53365 2.36008 -8.28091 -0.013 -0.037 0.006 0.2487
H -1.69945 3.56522 -8.02176 -0.015 0.019 0.010 0.2487
N -1.81665 0.06482 0.87296 -0.044 0.082 0.064 0.0602
H -2.38351 0.55311 1.57026 0.012 0.012 0.004 0.1109
H -1.52348 -0.79083 1.34740 0.004 -0.003 -0.003 0.1071
H -2.48235 -0.24859 0.16479 0.020 -0.002 -0.013 0.0783